Entry 1:
The following is a DFT calculation (ωB97M-V with the def2-TZVPD basis set) of a single C3H2N4O molecule.

Each line ends with the Löwdin charge.
CARTESIAN COORDINATES (ANGSTROEM)
C 1.0711 -1.0651 -0.0689  -0.19
C -0.7735 -0.0939 -0.0772  -0.26
C 0.0693 0.9715 -0.0250  -0.51
H 1.9694 -1.8098 0.0437  0.16
H 1.9761 0.9937 0.0206  0.16
N -0.1571 -1.4026 -0.0895  0.12
N -2.1102 -0.0559 -0.0668  0.06
N -3.2135 -0.0341 0.1340  0.29
N 1.2474 0.3115 0.2255  0.12
O -0.0791 2.1848 -0.0963  0.05

Atoms 1-2, force components in eV/Å:
2.9127 -0.7244 1.8652
-3.9224 -4.1697 -0.5369

The calculation puts the gap between HOMO and LUMO at 8.9 eV. The total charge is 0. As for the spin multiplicity: 1.



Entry 2:
The following is a DFT calculation (ωB97M-V with the def2-TZVPD basis set) of a molecular structure, C43H110N4O14.

Each line ends with the Löwdin charge.
CARTESIAN COORDINATES (ANGSTROEM)
C -1.0910 4.1895 0.8969  -0.27
O -1.6809 5.4785 0.5652  -0.08
H -1.0343 3.4795 0.0718  -0.04
H -0.1202 4.3673 1.3595  0.12
H -1.8811 3.8225 1.5520  0.09
H -1.9899 5.8906 1.3753  0.08
C -3.4111 0.4627 2.6461  -0.11
O -3.8937 1.8107 2.6146  -0.09
H -3.6011 -0.0501 1.7032  0.09
H -2.3215 0.4516 2.6198  0.05
H -3.8385 -0.0838 3.4868  0.11
H -4.1298 2.0417 3.5160  0.13
C -3.0907 -2.6210 1.9544  -0.13
O -2.5415 -3.0912 3.1297  0.08
H -3.6001 -1.6584 1.9097  0.11
H -2.3526 -2.6910 1.1553  0.10
H -3.7678 -3.4599 1.7935  0.12
H -3.2727 -3.0385 3.7495  0.19
C 3.6839 1.3802 -1.8854  -0.20
O 4.2698 2.6173 -1.8697  -0.09
H 3.3552 0.9213 -0.9529  0.03
H 2.7164 1.4507 -2.3826  0.04
H 4.2414 0.6318 -2.4486  0.11
H 4.2621 3.0531 -2.7250  0.09
C -0.9793 -4.9744 1.1439  -0.07
O -0.4374 -4.4709 -0.0794  -0.18
H -1.8234 -5.6034 0.8611  0.10
H -0.1371 -5.4885 1.6070  0.09
H -1.1589 -4.0655 1.7183  0.05
H 0.2753 -3.8439 0.0641  0.06
C -3.0539 2.7318 0.1935  -0.21
O -4.3455 2.5885 0.7125  -0.09
H -2.2577 2.3142 0.8097  0.01
H -2.8759 2.2843 -0.7843  0.08
H -2.8788 3.8068 0.1491  0.09
H -4.3244 1.8644 1.3425  -0.04
C -1.4627 0.0447 5.1076  -0.18
O -2.7977 -0.1793 5.4658  -0.08
H -0.9965 1.0083 5.3130  0.11
H -0.7321 -0.6497 5.5225  0.11
H -1.3126 -0.1112 4.0393  -0.01
H -2.9912 -0.0436 6.3962  0.09
O 1.3277 -2.4176 1.9326  -0.08
H 1.3322 -1.4987 1.6647  0.00
H 0.4892 -2.5332 2.3795  -0.02
O -0.7735 -2.2863 2.9529  0.02
H -1.6367 -2.6939 2.8823  -0.22
H -0.3572 -2.7322 3.6905  0.17
O 2.1576 -0.0415 4.6610  -0.07
H 2.5843 -0.7944 5.0701  0.10
H 2.4064 -0.0967 3.7383  -0.09
C 6.1993 0.8420 0.9938  0.00
C 5.7453 0.1827 2.3456  -0.49
C 4.6216 1.0103 2.9904  -0.08
C 3.2606 0.8076 2.2679  -0.17
C 2.7934 -0.6196 2.3203  -0.16
C 3.9137 -1.5302 1.6312  -0.32
N 5.3051 -1.1829 2.0411  -0.15
O 6.2269 -2.0195 1.5324  0.01
C 3.6024 -2.9974 1.9245  -0.06
C 3.6909 -1.4174 0.0769  0.01
C 6.8773 0.1464 3.3568  -0.04
H 5.3454 1.0733 0.3570  0.06
H 6.7641 0.1022 0.4265  0.08
H 6.9510 1.6236 1.1045  0.08
H 4.4716 0.8892 4.0632  0.12
H 4.8141 2.0682 2.8118  0.13
H 3.2873 1.3064 1.2991  0.13
H 2.5867 1.3686 2.9155  0.13
H 1.8499 -0.5937 1.7751  0.04
H 2.5869 -0.8824 3.3578  0.09
H 3.3854 -3.2365 2.9655  0.09
H 2.6294 -3.2525 1.5046  0.04
H 4.3454 -3.6820 1.5154  0.08
H 4.3603 -1.9643 -0.5871  0.10
H 2.8339 -2.0019 -0.2578  0.07
H 3.4402 -0.4301 -0.3110  0.04
H 7.1819 1.1529 3.6433  0.09
H 7.7804 -0.2464 2.8897  0.08
H 6.6055 -0.4318 4.2400  0.09
H 6.5960 -2.3204 2.3659  0.11
C -5.7603 -3.4696 -2.2817  -0.01
C -4.8212 -2.6702 -3.2292  -0.47
C -3.9985 -1.6101 -2.4150  -0.06
C -2.8658 -2.1961 -1.5299  -0.30
C -1.9112 -2.9180 -2.3982  -0.15
C -2.6275 -4.0740 -3.2545  -0.40
N -3.8357 -3.5261 -3.9236  -0.15
O -4.4677 -4.5045 -4.5813  -0.03
C -1.6952 -4.6070 -4.3273  -0.05
C -2.8830 -5.3031 -2.2770  0.00
C -5.5933 -1.8688 -4.3116  -0.04
H -5.3039 -3.6220 -1.3037  0.07
H -6.0011 -4.4583 -2.6723  0.08
H -6.6663 -2.8657 -2.3306  0.08
H -3.7083 -0.7816 -3.0612  0.12
H -4.7937 -1.1985 -1.7935  0.13
H -3.2406 -2.9176 -0.8039  0.15
H -2.3061 -1.4707 -0.9395  0.03
H -1.1225 -3.3708 -1.7973  0.10
H -1.5057 -2.0993 -2.9927  0.16
H -2.0626 -5.4094 -4.9671  0.08
H -1.3282 -3.9102 -5.0808  0.08
H -0.7853 -4.8576 -3.7820  0.09
H -1.9611 -5.5837 -1.7676  0.07
H -3.5082 -4.8540 -1.5053  0.06
H -3.3582 -6.1295 -2.8056  0.08
H -6.2734 -1.2091 -3.7727  0.08
H -6.1870 -2.5276 -4.9452  0.08
H -4.9708 -1.2206 -4.9283  0.08
H -4.3568 -4.3652 -5.5247  0.11
C 0.9543 6.1400 -2.5627  -0.01
C 1.7848 4.8536 -2.1203  -0.37
C 1.1780 4.1938 -0.8138  -0.06
C 0.0085 3.2820 -0.9850  -0.25
C 0.2994 2.2705 -2.0605  -0.16
C 0.8389 2.8984 -3.4307  -0.46
N 1.9639 3.7963 -3.2020  -0.11
O 2.4980 4.2079 -4.4345  0.01
C 1.3046 1.7031 -4.2312  -0.03
C -0.3902 3.5021 -4.1118  -0.02
C 3.2295 5.3520 -1.7035  -0.03
H 0.8649 6.9726 -1.8650  0.08
H -0.0970 5.8554 -2.5192  0.06
H 1.2524 6.4726 -3.5570  0.08
H 2.0291 3.6659 -0.3837  0.13
H 1.1150 4.9763 -0.0576  0.12
H -0.9744 3.6721 -1.2494  0.14
H -0.1264 2.8865 0.0217  0.05
H -0.5955 1.6531 -2.1393  0.12
H 1.1480 1.7095 -1.6689  0.02
H 0.5522 0.9156 -4.2748  0.09
H 1.3708 1.8574 -5.3082  0.09
H 2.2096 1.1945 -3.8991  0.08
H -0.0948 4.0128 -5.0283  0.08
H -1.0772 2.7199 -4.4347  0.09
H -0.9776 4.2187 -3.5377  0.08
H 3.9445 4.5360 -1.5984  0.05
H 3.3084 5.8053 -0.7154  0.08
H 3.5532 5.9705 -2.5407  0.08
H 1.6406 4.3951 -4.8236  0.06
C 0.2141 0.2589 3.3584  -0.05
C -0.1175 0.5938 1.8689  -0.32
C 1.2435 0.9365 1.1841  -0.11
C 1.1431 0.9542 -0.3997  -0.20
C 0.5007 -0.3173 -0.9165  -0.06
C -0.8300 -0.6490 -0.2334  -0.30
N -0.6865 -0.6120 1.2797  0.04
O -1.8939 -1.0545 1.9559  -0.24
C -1.9775 0.1521 -0.9369  0.01
C -1.0324 -2.1053 -0.6587  -0.20
C -0.9384 1.9174 1.8039  -0.05
H 0.1192 1.1327 4.0029  0.10
H 1.1199 -0.2911 3.6137  0.04
H -0.5183 -0.4446 3.7543  0.01
H 1.6412 1.9217 1.4277  0.13
H 1.9106 0.1340 1.4988  -0.06
H 2.0186 1.3363 -0.9248  0.06
H 0.5231 1.7990 -0.6998  0.00
H 1.1597 -1.1752 -0.7833  0.11
H 0.2369 -0.1757 -1.9646  0.13
H -1.7395 1.2154 -0.9081  0.05
H -2.1883 -0.3001 -1.9060  0.09
H -2.8275 -0.0590 -0.2881  0.11
H -0.7655 -2.3251 -1.6924  0.06
H -0.4515 -2.7024 0.0443  0.09
H -2.0999 -2.3186 -0.6035  -0.04
H -1.9626 1.6321 2.0442  0.06
H -0.8715 2.4229 0.8405  0.01
H -0.4652 2.6255 2.4842  0.12
H -1.4840 -1.8312 2.3436  -0.20

Atoms 1-2, force components in eV/Å:
-3.1241 4.1861 3.5262
0.8351 0.1886 -1.1685

The calculation puts the gap between HOMO and LUMO at 7.4 eV. The total charge is 0. As for the spin multiplicity: 1.



Entry 3:
The following is a DFT calculation (ωB97M-V with the def2-TZVPD basis set) of 3 unconnected molecules or ions with the total composition C28H53ClI2NS.

Each line ends with the Löwdin charge.
CARTESIAN COORDINATES (ANGSTROEM)
C -3.1093 -3.2132 1.4451  -0.08
C -2.1340 -3.5329 0.2938  -0.21
C -1.2271 -2.3562 -0.0833  -0.16
C -1.7149 -1.4241 -1.2163  -0.28
C -2.1913 -2.1616 -2.4652  -0.04
C -2.7048 -0.4219 -0.6824  -0.10
N -4.0060 -0.6051 -0.9645  0.17
C -5.0367 0.1816 -0.5835  -0.28
C -6.4546 -0.1591 -0.9848  -0.77
I -6.5401 -1.3894 -2.7288  1.00
C -7.2199 -0.7524 0.2079  -0.87
C -6.7238 -2.1242 0.6707  -0.16
I -9.3116 -0.7539 -0.2258  0.89
C -4.7282 1.2835 0.1833  -0.50
S -6.0093 2.3579 0.7307  0.91
C -3.3868 1.5088 0.5121  0.02
C -2.3566 0.6841 0.0910  -0.10
C -0.9166 1.0120 0.4010  -0.12
C -0.6414 1.5735 1.8084  -0.22
C 0.0048 0.5489 2.7508  -0.57
Cl -0.9733 0.2904 4.2268  0.57
H -3.1777 -2.1350 1.6099  0.06
H -4.1083 -3.5984 1.2640  0.06
H -2.7446 -3.6368 2.3776  0.08
H -1.4776 -4.3397 0.6154  0.11
H -2.6727 -3.9203 -0.5669  0.09
H -1.0388 -1.7776 0.8241  0.09
H -0.2541 -2.7332 -0.4025  0.11
H -0.8589 -0.8241 -1.5297  0.14
H -1.4125 -2.8507 -2.7857  0.10
H -2.3934 -1.4675 -3.2791  0.10
H -3.0765 -2.7755 -2.2968  0.06
H -4.2476 -1.4016 -1.5531  0.04
H -6.9222 0.7812 -1.2725  0.05
H -7.1182 -0.0423 1.0258  0.04
H -6.4396 -2.0892 1.7209  0.09
H -5.8496 -2.4446 0.1063  0.04
H -7.4815 -2.8941 0.5680  0.06
H -5.2543 3.4591 0.7233  -0.09
H -3.1564 2.3778 1.1135  0.12
H -0.2850 0.1388 0.2542  0.08
H -0.5898 1.7380 -0.3480  0.13
H 0.0274 2.4279 1.7186  0.09
H -1.5414 1.9454 2.2894  0.08
H 0.9711 0.8938 3.1046  0.07
H 0.1222 -0.4252 2.2876  0.03
C 2.0606 -3.1519 1.7538  -0.10
C 3.1086 -2.0504 1.8595  -0.25
C 2.9245 -0.9929 0.7715  -0.23
C 3.0937 -1.4928 -0.6639  -0.22
C 4.4555 -2.1160 -0.9637  -0.26
C 5.6166 -1.1422 -0.7834  -0.10
H 2.1390 -3.7024 0.8148  0.07
H 2.1328 -3.8735 2.5670  0.08
H 1.0706 -2.6859 1.7924  0.05
H 4.1159 -2.4711 1.8327  0.11
H 3.0106 -1.5623 2.8328  0.11
H 3.6144 -0.1659 0.9487  0.08
H 1.9183 -0.5660 0.8700  0.08
H 2.9346 -0.6489 -1.3445  0.10
H 2.3081 -2.2199 -0.8970  0.09
H 4.4506 -2.4791 -1.9941  0.11
H 4.6123 -2.9957 -0.3340  0.10
H 5.4964 -0.2696 -1.4293  0.07
H 6.5647 -1.6163 -1.0364  0.07
H 5.6939 -0.7887 0.2461  0.07
C 4.8586 3.8937 -3.0893  -0.11
C 4.8616 4.5323 -1.7035  -0.26
C 4.9912 3.5202 -0.5664  -0.22
C 3.8552 2.5008 -0.4853  -0.23
C 2.4550 3.0940 -0.3345  -0.26
C 2.2669 3.8988 0.9486  -0.11
H 4.0102 3.2200 -3.2239  0.06
H 4.7982 4.6530 -3.8692  0.07
H 5.7722 3.3191 -3.2538  0.08
H 3.9547 5.1299 -1.5737  0.10
H 5.6956 5.2342 -1.6364  0.11
H 5.0711 4.0569 0.3829  0.10
H 5.9331 2.9754 -0.6807  0.11
H 4.0443 1.8359 0.3623  0.09
H 3.8724 1.8650 -1.3754  0.09
H 1.7311 2.2694 -0.3478  0.08
H 2.2173 3.7202 -1.1986  0.10
H 2.4692 3.2821 1.8285  0.08
H 1.2467 4.2798 1.0311  0.06
H 2.9355 4.7585 0.9862  0.07

Atoms 1-2, force components in eV/Å:
0.2447 0.1439 -0.1570
-0.0102 0.1075 0.3482

The calculation puts the gap between HOMO and LUMO at 8.1 eV. The total charge is +1. As for the spin multiplicity: 1.



Entry 4:
The following is a DFT calculation (ωB97M-V with the def2-TZVPD basis set) of 14 unconnected molecules or ions with the total composition C6H42NO13.

Each line ends with the Löwdin charge.
CARTESIAN COORDINATES (ANGSTROEM)
C 2.4904 1.4924 -1.0938  -0.01
C 1.3572 0.4959 -0.8215  -0.26
C -0.0030 1.1988 -0.6956  -0.11
C -1.3357 0.5205 -0.3203  -0.28
C -1.1831 -0.7879 0.4739  0.07
C -2.1458 0.1654 -1.5643  0.03
N 1.3099 -0.6500 -1.8658  0.19
H 2.7021 2.1070 -0.1458  0.11
H 3.5162 1.2063 -1.2159  0.09
H 2.3284 2.2510 -1.8151  0.06
H 1.4868 -0.0737 0.1632  0.13
H -0.2497 1.7779 -1.6246  0.12
H 0.1857 2.0171 0.0082  0.11
H -2.1224 1.0070 0.2931  0.15
H -1.1664 -1.7501 -0.0080  0.08
H -1.8704 -0.8212 1.3818  0.12
H -0.1334 -0.7735 0.7258  0.10
H -1.8119 -0.7102 -2.1355  0.11
H -3.2038 0.0325 -1.3915  0.12
H -1.9934 0.9357 -2.3128  0.11
H 2.1729 -0.9687 -2.3159  0.17
H 0.8213 -1.4781 -1.3803  0.09
H 0.7394 -0.5820 -2.6857  0.08
H -3.8380 -1.5914 2.7170  0.13
H -4.0042 -0.2432 3.6757  0.08
O -3.3193 -0.8006 3.2036  -0.12
H 0.4581 -2.5451 1.6428  0.04
H 0.4298 -4.0452 2.1093  0.12
O 0.6001 -3.4619 1.3061  -0.06
H -2.5513 4.0861 -2.1443  0.07
H -3.5413 3.8740 -1.0095  0.09
O -2.5868 3.8326 -1.2095  -0.04
H 2.6438 -2.2737 0.8232  -0.04
H 3.3499 -3.3268 0.0529  0.04
O 3.0470 -2.4553 -0.0343  -0.04
H -0.0152 -3.4252 -1.0321  -0.05
H 1.4806 -3.1492 -0.7789  -0.02
O 0.7846 -3.1146 -1.4086  -0.03
H 2.3102 -0.6455 2.3099  0.06
H 3.5681 -1.6212 2.5881  0.07
O 2.6441 -1.6605 2.3408  -0.10
H 0.9505 1.2548 2.3871  0.04
H 2.3034 1.5259 1.7303  0.05
O 1.9081 0.9099 2.3637  -0.06
H 0.0974 0.2855 -4.9062  0.09
H 0.4106 1.5334 -4.0394  0.01
O 0.3420 0.5601 -3.9992  -0.06
H -1.3798 0.5944 2.5512  0.04
H -0.8666 2.0509 2.1116  -0.03
O -0.6713 1.2469 2.4898  0.01
H -0.8382 -0.7174 4.7385  -0.03
H 0.5768 -1.0348 4.6074  0.02
O -0.2418 -1.3734 4.9328  0.01
H 1.1860 3.6890 -4.0871  0.09
H -0.1646 3.6258 -3.1572  0.12
O 0.7282 3.1764 -3.4066  -0.07
H -1.7418 -4.3902 -1.3515  0.07
H -1.3590 -4.5606 0.2094  0.11
O -1.5125 -3.9347 -0.5570  -0.05
H -1.4918 3.6101 0.2520  0.03
H -0.6278 4.3971 1.2445  0.09
O -0.9592 3.5058 1.0801  -0.05

Atoms 1-2, force components in eV/Å:
0.3879 1.2161 3.0070
-0.0117 -1.4272 -0.7479

The calculation puts the gap between HOMO and LUMO (alpha / beta) at 10.4 / 3.3 eV. The total charge is +2. Its expectation value of S² is 0.753. As for the spin multiplicity: 2.



Number 1: maximum force 5.7 eV Å⁻¹. Number 2: maximum force 15.4 eV Å⁻¹. Number 3: maximum force 0.5 eV Å⁻¹. Number 4: maximum force 4.3 eV Å⁻¹.